{
  "formula": "C41H65I2N5O23P3S",
  "method": "ωB97M-V/def2-TZVPD",
  "elements": ["C", "C", "I", "C", "I", "C", "O", "N", "C", "C", "S", "C", "N", "N", "C", "O", "C", "C", "N", "C", "P", "O", "O", "O", "C", "P", "O", "O", "C", "C", "C", "C", "C", "C", "C", "C", "C", "P", "N", "O", "H", "H", "H", "H", "H", "H", "H", "H", "H", "H", "H", "H", "H", "H", "H", "H", "H", "H", "H", "H", "H", "H", "H", "H", "H", "H", "H", "H", "H", "H", "H", "H", "H", "H", "H", "C", "C", "C", "O", "C", "O", "O", "H", "H", "H", "H", "H", "H", "C", "C", "C", "O", "C", "O", "O", "H", "H", "H", "H", "H", "H", "C", "C", "C", "O", "C", "O", "O", "H", "H", "H", "H", "H", "H", "C", "C", "C", "O", "C", "O", "O", "H", "H", "H", "H", "H", "H", "C", "C", "C", "O", "C", "O", "O", "H", "H", "H", "H", "H", "H"],
  "positions_angstrom": [[1.18954, -2.76779, 0.94084], [1.47271, -2.10602, -0.41684], [3.36100, -1.12528, -0.25504], [0.20004, -1.38704, -0.96186], [-0.09287, -2.02643, -3.01119], [-0.09254, 0.12154, -0.79432], [0.59571, 0.49930, 0.38570], [0.29745, 0.99937, -1.94105], [1.74942, 1.35361, -2.14219], [2.36862, 2.23968, -1.07875], [3.64836, 3.22662, -1.91873], [4.35916, 3.97299, -0.52317], [5.52081, 4.51038, -0.43551], [5.63608, 4.95742, 0.88043], [4.54597, 4.64035, 1.46254], [3.65883, 4.02408, 0.63926], [-0.78286, 2.05532, -2.28258], [-1.46231, 1.53963, -3.57660], [-0.69865, 1.65649, -4.81489], [-0.25867, 3.46925, -2.53491], [-1.54337, 4.64224, -3.10559], [-2.93300, 4.22608, -2.84091], [-1.09489, 6.02673, -2.47597], [-1.30020, 4.92986, -4.65605], [-1.78487, 1.91664, -1.07631], [-1.70191, 3.49961, -0.06960], [-2.85070, 3.40765, 1.04431], [-0.18905, 3.26926, 0.62871], [-1.63272, 0.46012, -0.45310], [-2.71703, -0.42642, -1.14829], [-4.14344, -0.52470, -0.55832], [-4.91763, 0.76444, -0.44066], [-5.21591, 1.52890, -1.57044], [-5.93469, 2.70939, -1.45977], [-6.39235, 3.14397, -0.22476], [-6.13953, 2.37097, 0.90231], [-5.40399, 1.19700, 0.78798], [-2.14064, 0.27955, 1.39072], [-1.42783, -1.14490, 1.96287], [-1.29846, 1.38496, 2.25439], [0.21169, -3.24169, 0.95642], [1.91581, -3.57042, 1.06079], [1.35510, -2.08374, 1.77246], [1.66395, -2.92817, -1.09972], [-0.61083, -1.87809, -0.43190], [0.50824, 1.46430, 0.49562], [0.19464, 0.37544, -2.75887], [1.82130, 1.83934, -3.11288], [2.28104, 0.41155, -2.26767], [1.66237, 2.92759, -0.62432], [2.82882, 1.66237, -0.27987], [4.27927, 4.79622, 2.49449], [-2.41261, 2.06032, -3.69536], [-1.72684, 0.48852, -3.45703], [-1.04447, 2.35841, -5.44538], [0.30884, 1.73149, -4.75574], [0.19507, 3.91285, -1.65252], [0.52670, 3.51096, -3.29568], [-1.52047, 6.11130, -1.60778], [-1.90576, 4.37970, -5.16718], [-2.75330, 2.03801, -1.56389], [-2.70568, 2.78736, 1.77545], [0.09504, 4.13491, 0.95018], [-2.38313, -1.46457, -1.23230], [-2.86567, -0.11796, -2.17968], [-4.21685, -1.13518, 0.34280], [-4.66848, -1.12016, -1.31347], [-4.87680, 1.19098, -2.54492], [-6.13644, 3.31410, -2.33553], [-6.94894, 4.06743, -0.13377], [-6.50018, 2.66659, 1.87989], [-5.21141, 0.60238, 1.67327], [-0.43507, -1.10152, 2.15831], [-1.66847, -1.98762, 1.45941], [-0.42769, 1.07546, 2.53735], [1.23129, 3.24510, 3.84993], [2.07036, 2.73995, 5.01038], [3.23644, 1.85401, 4.61888], [3.38539, 1.01994, 5.76639], [2.16618, 0.91474, 6.35866], [1.88390, 0.12338, 7.19136], [1.31776, 1.84437, 5.84653], [1.79615, 3.21790, 2.91430], [0.33142, 2.64201, 3.73975], [0.91280, 4.27518, 4.00628], [2.41094, 3.56668, 5.63740], [4.15670, 2.40088, 4.42628], [3.00143, 1.22295, 3.75538], [-5.57508, 1.30300, -7.16318], [-4.65056, 0.86686, -6.04197], [-3.46746, 0.02137, -6.47059], [-3.21633, -0.76294, -5.29638], [-4.39585, -0.89958, -4.64270], [-4.58263, -1.67310, -3.75962], [-5.30967, -0.03627, -5.12719], [-5.06253, 1.27725, -8.12534], [-6.44720, 0.65354, -7.20934], [-5.92809, 2.32099, -7.00924], [-4.31727, 1.72950, -5.45602], [-2.58477, 0.60128, -6.72852], [-3.71515, -0.65170, -7.29442], [3.13122, -5.91454, 5.19046], [1.79000, -6.19221, 4.53350], [1.65746, -7.55579, 3.89727], [0.71585, -7.30535, 2.84044], [0.84884, -6.01771, 2.47934], [0.38270, -5.53331, 1.49263], [1.58235, -5.33326, 3.38205], [3.64629, -6.83914, 5.44961], [3.76555, -5.32503, 4.52985], [2.99474, -5.35184, 6.11179], [0.97055, -6.01146, 5.22823], [1.27876, -8.31327, 4.57723], [2.59398, -7.89786, 3.44925], [5.75397, 1.68906, -7.50800], [4.25925, 1.94296, -7.47879], [3.83402, 3.34913, -7.84833], [2.60941, 3.49994, -7.10171], [2.70366, 2.70976, -6.02965], [1.96168, 2.76757, -5.08362], [3.72167, 1.85244, -6.12958], [6.25934, 2.41186, -8.14831], [6.17207, 1.75326, -6.50489], [5.97618, 0.69793, -7.89760], [3.72523, 1.20754, -8.08232], [3.64902, 3.48774, -8.90914], [4.54259, 4.10254, -7.49935], [1.36128, -7.14084, 11.16460], [1.33833, -7.71378, 9.75967], [2.27066, -7.03894, 8.77493], [1.59623, -7.25229, 7.52596], [0.26682, -7.34084, 7.79631], [-0.57885, -7.28492, 6.96314], [0.06180, -7.49488, 9.11581], [2.29269, -6.60674, 11.35445], [0.52595, -6.45826, 11.30979], [1.28031, -7.92802, 11.91146], [1.51074, -8.79156, 9.77510], [3.26500, -7.47720, 8.74765], [2.35204, -5.96326, 8.95008]],
  "max_force_ev_per_a": 2.74,
  "homo_ev": -10.42,
  "orbital_gap_ev": 8.201,
  "mol_weight_g_mol": 1374.78,
  "charge": 1
}



{
  "formula": "C41H65N4OP2RhSSi",
  "method": "ωB97M-V/def2-TZVPD",
  "elements": ["Rh", "C", "Si", "C", "C", "C", "C", "C", "C", "P", "C", "C", "C", "C", "C", "C", "C", "C", "C", "C", "C", "C", "C", "C", "C", "C", "C", "C", "P", "C", "C", "C", "C", "C", "C", "C", "C", "C", "C", "C", "C", "H", "H", "H", "H", "H", "H", "H", "H", "H", "H", "H", "H", "H", "H", "H", "H", "H", "H", "H", "H", "H", "H", "H", "H", "H", "H", "H", "H", "H", "H", "H", "H", "H", "H", "H", "H", "H", "H", "H", "H", "H", "H", "H", "H", "H", "H", "H", "H", "H", "H", "H", "H", "H", "H", "H", "S", "C", "N", "C", "C", "N", "H", "H", "H", "H", "H", "H", "N", "C", "N", "O", "H", "H", "H", "H"],
  "positions_angstrom": [[0.73502, -0.30326, 0.53409], [-0.68410, 1.10276, -2.45796], [-0.14820, 1.52543, -0.74665], [1.22580, 2.79090, -0.77350], [1.02531, 4.17061, -0.85752], [2.10115, 5.04677, -0.77792], [3.39222, 4.55943, -0.59065], [3.61509, 3.19234, -0.53117], [2.53447, 2.31028, -0.66079], [2.66209, 0.52288, -0.56567], [3.57341, -0.29186, -1.93263], [2.81628, -0.20856, -3.27787], [3.07074, 1.09530, -4.03340], [4.56818, 1.28509, -4.26761], [5.31435, 1.34311, -2.93492], [5.05863, 0.09833, -2.07448], [2.02448, -1.71467, 1.86737], [3.51024, -1.65913, 1.69508], [4.15980, -2.49614, 2.83522], [3.35218, -3.77180, 3.15566], [2.48904, -4.17998, 1.96354], [1.43488, -3.08680, 1.66183], [-1.64009, 2.09896, 0.20035], [-2.56669, 2.91941, -0.45233], [-3.74378, 3.30961, 0.17359], [-3.99993, 2.87882, 1.46568], [-3.08277, 2.07404, 2.13238], [-1.90516, 1.67180, 1.50598], [-0.58444, 0.68269, 2.28505], [0.35010, 1.90029, 3.31624], [1.10536, 2.91130, 2.44060], [1.88046, 3.92157, 3.28961], [0.97092, 4.61840, 4.29672], [0.28006, 3.58710, 5.18430], [-0.55185, 2.61602, 4.33931], [-1.15088, -0.63466, 3.44899], [-0.19271, -0.87593, 4.62913], [-0.40169, -2.31374, 5.14723], [-1.86562, -2.76909, 4.99505], [-2.80569, -1.57416, 5.13197], [-2.58512, -0.53626, 4.00567], [-0.83775, 2.03693, -3.01618], [0.07432, 0.51795, -2.98602], [-1.63234, 0.54892, -2.43974], [0.01912, 4.57172, -0.95850], [1.93284, 6.11700, -0.83985], [4.22330, 5.24768, -0.48619], [4.61789, 2.81383, -0.36520], [3.52150, -1.32724, -1.58745], [3.18181, -1.04206, -3.89030], [1.75617, -0.38262, -3.11707], [2.53418, 1.06981, -4.98408], [2.67680, 1.94794, -3.46628], [4.94636, 0.44956, -4.86938], [4.75364, 2.19749, -4.83674], [6.38839, 1.43149, -3.10304], [5.00458, 2.24726, -2.40815], [5.54648, -0.75497, -2.55691], [5.52612, 0.20276, -1.09258], [1.73053, -1.25433, 2.81040], [3.80078, -2.07328, 0.72263], [3.89058, -0.63990, 1.74542], [5.17476, -2.74973, 2.52561], [4.24851, -1.87414, 3.72704], [4.02627, -4.58142, 3.43245], [2.69991, -3.60018, 4.01711], [3.12838, -4.34216, 1.08926], [1.97383, -5.12184, 2.15623], [1.08307, -3.20420, 0.63007], [0.57401, -3.20487, 2.32049], [-2.37606, 3.25495, -1.46998], [-4.45539, 3.94075, -0.34471], [-4.91673, 3.17042, 1.96582], [-3.30707, 1.77959, 3.14366], [1.08941, 1.30313, 3.86043], [1.79707, 2.38670, 1.77829], [0.39102, 3.44838, 1.80584], [2.68444, 3.40346, 3.82570], [2.35393, 4.64974, 2.62924], [1.53923, 5.32671, 4.90066], [0.20994, 5.19499, 3.75694], [1.03629, 3.02441, 5.74391], [-0.36388, 4.07406, 5.91697], [-1.05954, 1.89884, 4.98889], [-1.31911, 3.18469, 3.80761], [-1.10885, -1.52007, 2.81292], [0.85599, -0.72832, 4.37917], [-0.41598, -0.15453, 5.41886], [0.25844, -2.99853, 4.60599], [-0.10504, -2.36029, 6.19562], [-2.01139, -3.23794, 4.01566], [-2.10346, -3.52630, 5.74222], [-3.84988, -1.88970, 5.13984], [-2.62439, -1.10346, 6.10293], [-3.30082, -0.68405, 3.19450], [-2.76411, 0.45188, 4.42284], [-1.82072, -1.33948, -0.03853], [-2.50550, -2.73421, 0.65929], [-3.79589, -2.84505, 0.96597], [-4.15492, -4.15578, 1.53208], [-2.84902, -4.95231, 1.33899], [-1.89848, -3.89098, 0.95441], [-4.43525, -2.07710, 0.84755], [-4.98876, -4.59829, 0.99741], [-4.42537, -4.06073, 2.58155], [-2.93848, -5.69376, 0.54888], [-2.53380, -5.45232, 2.24846], [-0.97197, -4.08042, 0.61727], [-0.36821, -2.67987, -2.98953], [0.64269, -2.78904, -2.10677], [1.30643, -3.97744, -2.06557], [0.94564, -1.85144, -1.35282], [-0.65082, -3.43219, -3.59150], [-0.94128, -1.85644, -2.94575], [1.19678, -4.66402, -2.79341], [2.16923, -3.99563, -1.55210]],
  "s2": 6.0148,
  "max_force_ev_per_a": 0.97,
  "homo_ev": [-12.63, -13.62],
  "orbital_gap_ev": [8.299, 6.396],
  "spin_multiplicity": 5,
  "mol_weight_g_mol": 855.00,
  "charge": 2
}